Entry 1:
# C4H9NO

C4H9NO as an isolated structure at a distorted geometry (wB97M-V/def2-TZVPD, the Open Molecules 2025 dataset).

Results
LUMO level in eV: -1.2
HOMO in Eh: -0.3099

Atoms and positions in Å:
C -0.3477 -0.1524 -0.0010
C -0.0504 1.0742 -0.7742
C -0.5752 0.0816 1.3985
C 0.5496 -0.8675 0.9028
H -2.0188 -1.6950 -0.0078
H -0.2615 -1.9717 -1.1654
H 0.8329 1.7239 -0.2687
H -0.8015 1.9433 -0.9981
H 1.9027 2.0319 -2.0997
H -1.2689 -0.5286 2.0530
H 0.0636 1.0727 1.6533
H 0.5493 -1.8239 0.9452
H 1.6225 -0.5933 0.9812
N -1.0082 -1.0884 -0.6884
O 0.8117 0.7933 -1.9306

Löwdin population analysis, charges in e, atoms 1 to 5: -0.778, -0.254, -0.052, -0.108, 0.235


Entry 2:
# C4H9NO

One molecule with the formula C4H9NO (wB97M-V/def2-TZVPD, the Open Molecules 2025 dataset).

Results
LUMO level in eV: 1.1
HOMO in Eh: -0.3555
SMILES: C=NCOCC

Atoms and positions in Å:
C 2.4194 0.1148 0.3075
C 1.0309 -0.4368 0.0401
O 0.1660 -0.0419 1.0946
C -1.1006 0.3793 0.7017
N -1.8434 -0.6430 -0.0184
C -2.4741 -0.2521 -1.0421
H 2.4233 1.2080 0.2476
H 2.7569 -0.1708 1.3081
H 3.1318 -0.2802 -0.4247
H 0.6574 -0.0745 -0.9289
H 1.0514 -1.5332 -0.0106
H -1.6470 0.5865 1.6279
H -2.4365 0.7827 -1.4136
H -1.0402 1.3152 0.1095
H -3.0954 -0.9541 -1.5988

Löwdin population analysis, charges in e, atoms 1 to 5: -0.079, -0.284, -0.139, -0.299, 0.005


Entry 3:
# C4H9NO

One molecule with the formula C4H9NO (wB97M-V/def2-TZVPD, the Open Molecules 2025 dataset).

Results
LUMO level in eV: 0.8
HOMO in Eh: -0.3128

Atoms and positions in Å:
C 0.5741 0.9395 -1.2856
C -0.0723 -0.0485 -0.3407
C -1.0586 0.5923 0.6570
O -1.3336 -0.2419 1.7553
C 0.8595 -2.1644 0.5452
N 0.9802 -0.8775 0.2842
H 1.2463 0.3933 -1.9549
H -0.1927 1.4290 -1.8889
H 1.1528 1.7065 -0.7563
H -0.7068 1.5900 0.9713
H -2.0153 0.7316 0.1352
H -0.4847 -0.5004 2.1396
H -0.6293 -0.7761 -0.9269
H -0.2297 -2.3110 0.3464
H 1.9100 -0.4623 0.3191

Löwdin population analysis, charges in e, atoms 1 to 5: -0.060, -0.381, -0.228, -0.062, 0.010


Entry 4:
# C4H9NO

A 2-piece molecular cluster, C4H9NO overall at a distorted geometry (wB97M-V/def2-TZVPD, the Open Molecules 2025 dataset).

Results
LUMO level in eV: 0.8
HOMO in Eh: -0.3532
SMILES: C=NC.CC=O

Atoms and positions in Å:
C -2.3567 1.8415 1.0876
C -1.2397 1.0914 -0.7625
N -1.2059 1.9957 0.2141
H -2.1501 1.2621 1.8849
H -2.8385 2.8516 1.4024
H -3.2285 1.3433 0.5536
H -0.7652 1.2788 -1.7343
H -1.6630 0.0686 -0.7078
O 1.9694 -1.3927 1.4704
C 2.3758 -1.9358 0.4967
C 2.1750 -1.3905 -0.8630
H 2.6959 -3.0197 0.6664
H 1.6421 -0.4424 -0.7939
H 3.0472 -1.3611 -1.5239
H 1.5421 -2.1908 -1.3908

Löwdin population analysis, charges in e, atoms 1 to 5: -0.187, -0.073, -0.071, 0.020, 0.106


Entry 5:
# C4H9NO

An isolated ion of composition C4H9NO and charge +1 at a distorted geometry (wB97M-V/def2-TZVPD, the Open Molecules 2025 dataset).

Results
Spin multiplicity: 2
LUMO level (spin up / spin down) in eV: -3.8 / -9.5
Total charge: +1
HOMO (spin up / spin down) in Eh: -0.4927 / -0.4922

Atoms and positions in Å:
O 0.9768 -2.9322 1.8132
C 0.7812 -1.8695 1.3480
C 0.7405 -1.3352 -0.0820
C -0.3426 -0.1351 -0.3390
C 0.0495 1.3126 -0.2009
N -1.1275 2.1545 -0.4364
H 0.4322 -0.9965 1.8278
H 1.6677 -0.9476 -0.3888
H 0.5097 -2.2242 -0.7106
H -1.2025 -0.2104 0.4574
H -0.8854 -0.3755 -1.2869
H 0.4266 1.5233 0.7660
H 0.9273 1.7346 -0.9227
H -1.0247 2.7915 -1.2349
H -1.9290 1.5098 -0.6102

Löwdin population analysis, charges in e, atoms 1 to 5: 0.144, -0.284, -0.090, -0.168, -0.191


Entry 6:
# C4H9NO2

An isolated ion of composition C4H9NO2 and charge -1 at a distorted geometry (wB97M-V/def2-TZVPD, the Open Molecules 2025 dataset).

Results
Spin multiplicity: 2
LUMO level (spin up / spin down) in eV: 4.2 / 4.1
Total charge: -1
HOMO (spin up / spin down) in Eh: 0.0084 / -0.1198

Atoms and positions in Å:
O 0.6270 -1.3552 -1.9762
C 0.7826 -1.2269 -0.7150
C 0.6193 0.1180 0.0161
C 1.7832 0.5484 0.8991
N -0.6545 0.1279 0.7449
C -1.8273 -0.1106 -0.0714
O -2.0660 0.8701 -1.0761
H 0.9771 -2.0854 -0.0272
H 0.4816 0.8253 -0.8278
H 2.6288 -0.0926 0.6752
H 1.9238 1.6295 0.8539
H 1.4858 0.2974 1.9303
H -0.8765 0.9967 1.2329
H -1.7908 -1.0981 -0.5257
H -2.6452 -0.0876 0.6536
H -1.4488 0.6432 -1.7866

Löwdin population analysis, charges in e, atoms 1 to 5: -0.245, -0.445, -0.445, -0.096, -0.056